# 1
C23H62N20O15 | ωB97M-V with the def2-TZVPD basis set

XYZ file:
```
120
Properties=species:S:1:pos:R:3:mulliken_charge:R:1
N 3.735 -5.791 0.933 -0.2568
H 9.911 -6.183 1.762 0.2331
H -5.549 9.241 -8.175 0.1498
H -2.707 1.898 3.917 0.3868
H -9.968 12.771 -7.406 0.2168
C 3.644 0.331 2.664 -0.1683
H -3.347 1.120 0.881 0.2633
H -2.897 8.528 -3.610 0.2103
H 3.966 -2.901 -0.391 0.1672
H -4.133 7.698 -5.350 0.1337
C -0.944 -1.860 0.485 -0.0018
C -2.879 1.898 1.597 -1.0027
C -3.346 1.486 3.071 -0.6532
O 2.096 2.446 3.175 -0.3490
N -2.799 7.563 -3.345 -0.4026
N -5.959 9.466 -7.287 -0.3205
O 4.103 -3.784 1.919 -0.7557
C 1.083 -9.480 1.127 0.4907
H -1.511 -0.214 6.310 0.2076
C 3.906 -4.447 0.905 0.6917
N 4.482 -9.946 1.306 -0.2380
H -8.582 13.501 -10.554 0.1698
H 9.429 -5.007 2.939 0.1610
H -4.713 -0.299 3.415 0.3756
H 3.684 -4.422 -1.164 0.1945
H 7.203 -4.331 3.025 0.1599
H 0.893 0.745 -2.741 0.1812
O 3.612 -11.426 2.781 -0.6287
H -1.918 8.014 -5.656 0.2778
O -2.145 5.444 -3.797 -0.6436
N 3.844 -3.898 -0.326 -0.2509
C -0.045 -1.888 2.708 0.4600
O 0.882 -10.168 0.137 -0.6578
H -2.263 -2.480 3.053 0.4241
N 0.384 1.447 -3.253 -0.3746
C -1.298 1.856 1.340 0.8182
H -4.395 1.947 3.219 0.3580
H -0.612 1.774 3.510 -0.0708
C 2.208 -2.870 -3.193 0.5750
H -0.277 -1.218 -0.206 -0.0129
C -2.864 -0.646 4.567 0.2739
H -1.027 3.261 -4.270 0.1288
H 1.253 -11.012 2.436 0.2133
N 2.592 -2.503 -4.440 -0.4085
H -3.322 2.910 1.263 0.3897
N -8.097 12.825 -9.994 -0.3858
N 0.212 1.546 8.353 -0.3949
N 1.278 -10.008 2.358 -0.3119
N -9.635 13.035 -8.319 -0.3923
H 3.774 -6.240 1.834 0.1707
H -3.324 -0.708 2.302 0.3330
H 0.565 -1.583 -3.269 0.1679
H 0.576 1.573 -4.229 0.1462
H -6.737 10.108 -7.256 0.2647
H -0.541 3.493 2.786 0.3717
N 5.843 -11.419 2.398 -0.4078
H -3.120 7.271 -2.437 0.1932
H 0.993 -7.691 0.179 0.1623
H 3.574 -6.352 0.116 0.1162
O 0.761 -0.375 7.287 -0.6478
O -6.043 9.243 -5.037 -0.6663
C -2.253 6.614 -4.142 0.6476
H -1.025 -3.089 4.319 0.2503
H -1.676 -1.174 1.048 -0.1965
H -1.536 -2.613 -0.142 0.3724
N 9.190 -5.618 2.179 -0.3874
H 1.117 1.560 8.795 0.2423
H 1.158 0.954 1.875 0.0728
O -7.894 11.609 -8.096 -0.6698
C 2.893 1.357 3.606 0.5103
C 4.582 -10.961 2.199 0.5996
H -7.259 12.402 -10.356 0.2058
H 5.959 -12.173 3.055 0.2280
H -1.095 2.578 0.452 0.3326
H -4.040 7.847 -7.073 0.1729
H -0.438 2.284 8.551 0.1483
C 3.617 -1.037 3.084 -0.3244
H 1.297 -7.540 1.879 0.1625
H -0.889 0.844 1.011 -0.6787
H 4.154 0.605 1.685 0.3485
H 0.026 -0.754 2.539 -0.4392
N -4.479 8.098 -6.206 -0.3207
O -0.123 -2.580 1.439 -0.3842
N -1.838 7.060 -5.354 -0.4282
H 3.561 -9.578 1.130 0.1547
H 1.445 -9.460 3.181 0.1704
O 2.824 -3.690 -2.527 -0.7137
C -5.529 8.956 -6.108 0.5818
C 1.143 2.062 2.149 -0.1898
H -10.150 13.715 -8.847 0.1672
N 1.086 -2.258 -2.740 -0.2806
O -3.449 -0.720 5.678 -0.5959
H -1.877 3.662 -2.818 0.1920
H 3.421 -2.938 -4.811 0.2343
C -0.050 0.512 7.512 0.6305
H 1.384 2.716 1.227 0.2293
H -1.427 6.383 -5.975 0.1619
H 0.769 -2.505 -1.816 0.2122
C -0.535 2.174 -2.562 0.5171
N -1.280 0.539 6.943 -0.1965
N -1.190 3.103 -3.294 -0.2626
C -8.503 12.436 -8.760 0.6140
H 5.266 -9.550 0.819 0.1877
C -0.394 2.385 2.553 -0.3611
N 7.006 -4.954 2.263 -0.2601
H 6.652 -11.051 1.931 0.1629
O 3.043 1.228 4.853 -0.5294
C -3.587 -0.120 3.245 -0.4308
N 1.132 -8.123 1.078 -0.2812
O 7.674 -6.488 0.739 -0.6708
O -0.750 1.998 -1.368 -0.5654
O -1.491 -1.035 4.510 -0.3016
H 3.453 -1.275 4.193 0.2415
H 3.697 -1.924 2.375 0.1573
C -1.333 -2.207 3.649 -0.6666
H 2.100 -1.833 -5.003 0.1533
H 0.912 -2.229 3.218 0.3676
H -1.959 1.257 7.114 0.1426
H 6.063 -5.013 1.910 0.1184
C 7.938 -5.735 1.667 0.6103
```

Values from the calculation:
HOMO energy (hartree): -0.319
Multiplicity: 1
Kohn-Sham gap (eV): 8.63
SMILES: C=CC(=O)OCCCCCCC(=O)OCCOC.NC(N)=O.NC(N)=O.NC(N)=O.NC(N)=O.NC(N)=O.NC(N)=O.NC(N)=O.NC(N)=O.NC(N)=O.NC(N)=O


# 2
C5H5IN2S | ωB97M-V with the def2-TZVPD basis set

XYZ file:
```
14
Properties=species:S:1:pos:R:3:mulliken_charge:R:1
N -1.831 -1.059 0.805 -0.4743
C 0.287 1.865 -1.611 -0.2449
C 0.497 -0.077 -0.419 -0.1183
C 0.410 1.374 -0.396 -0.9235
N 0.585 -0.812 0.795 0.0065
H -0.043 2.759 -2.188 0.3420
H 1.171 -0.251 1.593 0.4672
S 0.306 0.562 -2.816 -0.0055
H 0.327 1.726 0.585 0.3393
C -0.772 -1.009 1.471 0.1715
H 1.037 -1.784 0.539 0.4086
H -1.858 -1.167 -0.220 0.3473
I -0.600 -1.420 3.526 0.1284
C 0.483 -0.707 -1.664 -0.4442
```

Values from the calculation:
HOMO energy (hartree): -0.287
Multiplicity: 1
Kohn-Sham gap (eV): 7.14
ΔE to the lowest compared entry with this formula, charge and spin (kJ/mol): 215.0


# 3
C51H70O35 | ωB97M-V with the def2-TZVPD basis set

XYZ file:
```
156
Properties=species:S:1:pos:R:3:mulliken_charge:R:1
H -2.177 3.001 3.869 0.2342
H -5.320 -0.391 1.682 0.3464
O -0.786 4.698 2.886 -0.4854
H -3.661 1.256 -3.743 0.0735
O 3.824 3.280 -4.679 -0.4162
H 2.521 6.224 2.130 0.1456
C -1.945 0.948 7.125 -0.5078
H -2.447 -5.681 1.824 0.2146
H -3.773 -3.599 7.336 0.3165
H 0.810 2.498 2.228 -0.0708
O -4.035 -1.947 1.658 0.1630
H 4.798 -0.637 -3.340 0.3888
H -1.344 4.776 -9.321 0.2866
C 2.096 0.626 -7.469 0.0712
C -1.185 -0.325 -1.610 0.1913
H 2.310 2.623 3.279 0.1879
H 2.218 -5.203 8.347 0.2442
C 0.453 -0.004 0.633 0.4423
C -1.191 -5.736 -1.639 -0.0697
C -3.148 -3.117 6.608 -0.6178
H 0.680 2.752 3.973 0.4429
H 0.502 0.492 -2.767 -0.1208
O -2.013 -2.785 4.186 -0.0501
O 6.062 1.636 1.176 -0.3415
H -1.396 2.069 0.983 -0.0855
C -0.851 -0.559 0.780 0.4861
C 2.993 -2.582 0.542 0.7808
C -0.749 3.181 -6.776 0.8222
H -7.584 -2.453 -0.474 0.2628
C -0.817 2.409 -4.598 0.6136
O 0.713 -2.123 6.682 -0.5171
H -1.797 -4.045 2.032 -0.0185
C 0.224 0.223 -1.757 0.4081
O 0.391 3.526 -6.569 -0.6016
C 6.698 1.453 2.491 -0.7905
H 3.281 0.348 -5.591 0.6704
O 3.131 -1.934 -0.428 -0.5291
H -1.808 3.573 0.048 0.6180
C -6.639 -2.003 -0.805 -0.7158
C -4.844 -2.539 0.797 0.6042
H -1.058 -0.778 -8.108 0.4128
H -2.118 -3.145 6.890 0.2266
O 0.455 -6.966 -4.553 -0.5617
O 4.603 2.980 2.243 -0.5723
C 1.348 -4.027 -0.342 -0.0988
C 3.422 3.445 -0.058 -0.5825
H -0.856 3.284 -4.001 0.3773
C -2.629 2.244 7.154 0.2173
H 7.294 2.336 2.604 0.3530
H -0.991 -5.372 2.900 0.3419
O 0.594 6.442 2.836 -0.3705
H -4.256 2.850 -3.629 0.3040
O 2.166 -3.649 0.713 -0.3563
C 1.978 6.810 2.908 -0.4730
O 3.641 -2.409 1.664 -0.3875
C 0.180 -1.059 -6.265 0.4033
C -2.186 2.753 0.625 -0.4947
H 3.851 -0.363 1.366 -0.0085
H -5.395 1.415 -3.421 0.3102
H -0.508 -4.772 -5.347 0.4955
C -0.583 -6.626 -2.436 -0.5756
O 4.438 1.399 -3.845 -0.4635
C 0.806 0.302 -8.150 -0.5443
O 1.840 -4.115 6.802 -0.3612
H -6.181 -2.711 -1.508 0.2969
O -3.419 -3.899 5.491 -0.4418
H -1.476 -6.186 -0.686 0.2906
C -1.556 -4.346 -1.999 0.0283
C -1.423 0.423 6.027 -0.3814
H 1.831 0.897 -0.755 0.8318
H -3.325 3.942 5.980 0.4611
H 0.575 -4.697 0.008 0.1007
H 2.441 4.623 -3.696 0.2282
H -0.723 3.189 -9.832 0.2457
O -3.141 2.077 -0.108 -0.2790
H -1.217 -0.818 1.763 0.1841
C -0.133 -0.467 -7.585 -0.6017
O 4.453 2.406 0.050 -0.2718
C 2.360 0.070 -6.090 -0.2613
H 2.170 4.410 -5.370 0.0740
C -0.159 -6.238 -3.822 0.2854
O -4.285 1.880 -1.842 -0.3419
C 4.353 -1.184 1.869 -0.4219
H 0.131 -1.756 4.307 -0.4379
C 4.972 2.384 1.280 0.9387
H 1.842 -1.302 3.822 0.1832
C 0.336 5.140 2.840 0.7156
C -4.417 1.826 -3.230 -0.5148
H 5.948 1.308 3.263 0.3221
O -3.031 2.621 8.198 -0.5537
H 3.096 -0.145 -3.432 -0.1012
H -3.390 -2.040 6.616 0.2280
H 5.300 -1.317 1.392 0.4786
C -0.692 -4.919 -4.298 -0.4235
H -1.898 0.509 8.099 0.5435
O 2.843 1.432 -7.947 -0.5692
O 2.414 2.193 -3.304 -0.2586
O -2.267 2.911 -2.006 -0.5131
C -2.783 2.994 5.924 -0.5180
H 0.212 2.145 -4.741 -0.2026
H 1.897 -4.424 -1.197 0.3389
H 0.910 -3.993 8.586 0.2781
C 1.909 -4.195 8.177 -0.6547
C 2.989 4.505 -4.653 -0.4198
H -0.974 -0.561 6.124 0.5932
O 1.219 0.084 1.609 -0.5176
C 3.466 2.318 -3.924 0.8724
C 1.448 -0.732 -5.573 0.0316
C 1.118 -2.085 4.058 0.6168
C -1.347 -4.093 -3.460 -0.3900
O -1.958 -0.321 -2.519 -0.7332
H 3.427 4.010 0.869 0.2714
O 1.448 4.423 2.872 -0.3403
C -2.182 2.546 4.824 -0.2836
C -1.986 -4.998 2.577 -0.2892
C -4.389 -0.646 2.224 -0.3351
H 3.726 5.284 -4.879 0.3237
H 0.232 4.202 -8.710 0.3258
C -2.644 -3.739 4.451 0.5818
H 3.728 4.162 -0.821 0.2333
H -1.728 -3.167 -3.851 0.4554
C 1.274 2.971 3.107 -0.3852
H -4.436 -0.831 3.284 0.1810
O -2.741 -4.845 3.773 -0.4504
H -6.794 -1.018 -1.296 0.2339
C -1.576 1.169 4.765 0.0719
O -1.302 0.632 3.724 0.1909
O -0.547 -1.905 -5.755 -0.4913
H -2.557 3.143 1.568 0.0236
H 4.104 0.536 -2.074 0.0343
C 1.364 -3.014 6.234 0.6816
C 4.117 0.187 -3.137 -0.1702
O 1.693 -3.084 4.983 -0.3377
C -3.108 2.311 -1.452 0.9316
O -4.629 -3.671 0.495 -0.5820
H 1.988 7.893 2.714 0.2610
H 2.266 6.654 3.955 0.2520
H -2.591 -1.268 -0.289 -0.1674
C 0.885 0.476 -0.620 -0.6823
H 1.003 -2.667 3.141 -0.0905
H 2.688 -3.492 8.579 0.2757
O -5.746 -1.641 0.266 -0.4048
H 0.797 -3.225 -0.797 -0.0636
H 2.426 3.065 -0.232 0.2174
H 7.299 0.538 2.412 0.2478
H -1.389 1.646 -4.038 -0.5310
O -1.500 2.556 -5.881 -0.4102
H -3.620 0.099 1.977 -0.0536
H 0.718 0.962 -9.007 0.5188
H 4.422 -1.070 3.002 0.2155
C -1.630 -0.745 -0.273 -0.2613
O -1.918 -3.504 -1.204 0.0979
H -0.362 -7.686 -2.252 0.4059
O -1.503 3.259 -7.885 -0.3664
C -0.798 3.893 -8.980 -0.7008
H 1.407 -1.165 -4.542 0.3374
```

Values from the calculation:
HOMO energy (hartree): -0.364
Multiplicity: 1
Kohn-Sham gap (eV): 8.40


# 4
C10H24BINO2P2Tc | ωB97M-V with the def2-TZVPD basis set

XYZ file:
```
42
Properties=species:S:1:pos:R:3:mulliken_charge:R:1
O 1.907 -0.350 2.219 -0.1412
H 1.061 4.392 1.666 0.1084
H -3.826 1.630 1.777 0.4608
H 0.625 0.360 -3.693 0.3614
O 0.511 -2.885 1.264 -0.1973
C -2.965 -1.239 1.860 -1.3713
H -3.530 -1.014 2.774 0.4788
P -1.894 0.176 1.426 1.4754
P 1.585 -0.565 -1.680 1.4763
H 2.752 -2.355 -2.840 0.4784
C -0.147 -2.324 0.392 0.6278
H -0.657 1.617 2.936 0.3501
C 0.787 2.755 0.223 -0.1908
H -2.134 -2.731 -0.385 0.2910
H -2.130 0.959 3.720 0.5033
C -3.073 1.502 0.986 -1.1498
C -1.283 0.723 3.064 -1.4023
H 2.539 4.079 0.329 0.1078
H 3.279 0.773 -0.574 0.3508
H -2.353 -2.134 2.021 0.3710
C 1.131 -0.338 1.347 0.3277
H -1.077 -4.157 -0.213 0.4235
H 0.787 4.885 -0.274 0.1255
H -0.824 -3.009 -1.555 0.2912
H 2.429 0.300 -3.802 0.4605
C 3.247 -0.248 -0.979 -1.4032
N 0.367 1.678 0.010 -0.2804
H 0.983 -2.416 -3.120 0.3990
C 1.568 0.516 -3.154 -1.1491
Tc -0.133 -0.271 -0.085 -0.2663
H 3.447 -0.956 -0.167 0.4094
B 1.336 4.133 0.508 0.0232
I -1.833 1.463 -2.403 0.2882
H -3.663 -1.429 1.036 0.3994
H 1.659 -2.991 -1.572 0.3722
H -0.675 -0.070 3.515 0.4091
H -3.551 1.244 0.032 0.3613
H 1.596 1.562 -2.826 0.3528
H 4.010 -0.356 -1.761 0.5034
C -1.104 -3.098 -0.495 -1.0171
H -2.517 2.437 0.840 0.3534
C 1.765 -2.247 -2.370 -1.3724
```

Values from the calculation:
<S²>: 3.879
HOMO energy (alpha / beta) (hartree): -0.744 / -0.732
Multiplicity: 4
Kohn-Sham gap (alpha / beta) (eV): 5.64 / 4.60
ΔE to the lowest compared entry with this formula, charge and spin (kJ/mol): 160.9
Net charge: +3


# 5
C19H15F2N5O | ωB97M-V with the def2-TZVPD basis set

XYZ file:
```
42
Properties=species:S:1:pos:R:3:mulliken_charge:R:1
C 1.208 2.405 0.288 0.0230
H 3.792 0.873 -0.937 0.3143
C 3.467 1.320 0.075 -0.7956
F 3.507 -2.850 -1.310 -0.2980
H -2.657 1.957 0.766 0.2744
C 1.293 0.034 0.013 -0.0933
H -1.758 0.049 -2.368 0.5139
C -0.916 1.210 0.025 0.1248
C 4.816 -3.011 2.022 -0.3895
H -0.721 3.452 0.384 0.4016
C 3.694 -2.680 -0.030 0.3360
C -3.140 0.958 -0.996 0.2789
C 3.038 -1.542 1.929 0.2873
C -0.059 -0.014 -0.141 0.7075
H -5.648 -0.147 -3.808 0.3352
H 5.654 -3.502 2.561 0.3378
H -6.521 1.230 -1.831 0.3201
F 3.722 -2.286 3.995 -0.2738
C -2.825 0.240 -2.160 -0.4751
C -4.545 1.184 -0.785 0.9951
H 4.024 0.624 0.859 0.2123
H -1.422 -1.690 -0.347 0.4978
H 2.369 -0.877 2.454 0.4032
H -6.051 2.053 0.320 0.3516
N -3.675 -0.169 -3.095 -0.6483
C -5.510 0.822 -1.788 -0.5878
O 1.752 3.439 0.512 -0.6326
C 2.821 -1.788 0.581 -0.2355
C -4.971 1.846 0.497 -1.3874
C 4.727 -3.244 0.606 -0.6270
H -5.006 1.211 1.446 0.2561
C 3.947 -2.273 2.701 -0.0264
H -4.349 2.753 0.557 0.4524
C -0.346 -1.438 -0.272 -0.4963
C -4.981 0.142 -2.972 -0.3740
N 1.685 -1.366 0.012 1.0412
C -0.271 2.431 0.225 -0.5770
N 0.723 -2.251 -0.341 -1.1082
H 4.029 2.338 0.112 0.3081
N -2.272 1.254 0.090 -0.1269
N 1.973 1.247 0.060 -0.0352
H 5.405 -3.943 0.089 0.4152
```

Values from the calculation:
HOMO energy (hartree): -0.309
Multiplicity: 1
Kohn-Sham gap (eV): 8.77
SMILES: Cc1ccncc1Nc1cc(=O)n(C)c2c1cnn2-c1cc(F)ccc1F


# 6
C20H13F5N2PdS | ωB97M-V with the def2-TZVPD basis set

XYZ file:
```
42
Properties=species:S:1:pos:R:3:mulliken_charge:R:1
C -3.376 0.979 -2.037 -0.3605
C 2.382 4.031 1.443 0.2811
C -1.432 1.478 -0.713 -0.2733
N -1.558 -0.596 -1.943 -0.2970
C -3.924 2.207 -1.703 -0.3668
H -2.194 -1.354 -2.123 0.2722
H 3.265 0.091 -1.334 0.3854
H -1.428 3.364 0.258 0.4155
C 0.876 -4.979 1.854 0.3185
C 2.439 0.795 -1.358 -1.8165
C -0.944 -6.340 1.094 0.6495
H 0.957 4.912 0.078 0.3929
H 3.796 0.963 0.992 0.3057
Pd 1.080 -0.637 -0.293 -0.8120
C 3.182 2.881 1.657 -0.4861
C -3.231 3.091 -0.889 -0.6438
H 3.801 2.834 2.547 0.3748
N 2.425 6.023 3.068 -0.7173
C 0.180 -6.169 1.881 0.0650
H -3.918 0.302 -2.689 0.3153
F -1.634 -7.505 1.113 -0.3397
C 1.582 4.047 0.276 -0.4286
F -2.437 -5.439 -0.487 -0.3362
C 3.189 1.836 0.782 -0.8338
H -3.652 4.054 -0.628 0.3702
S 1.446 -2.417 1.062 -0.2933
F 0.584 -7.184 2.676 -0.3245
H -4.902 2.473 -2.091 0.3241
C -1.986 2.707 -0.398 -0.6806
H -0.479 1.172 -0.269 0.4034
F -1.107 -3.149 -0.541 -0.1341
C -2.113 0.597 -1.558 0.5993
C 2.388 1.826 -0.417 1.4113
H 0.948 3.051 -1.486 0.3185
H 1.991 0.983 -2.331 0.2912
C 0.515 -3.878 1.055 -0.1758
F 1.958 -4.900 2.652 -0.3339
C -0.634 -4.103 0.275 0.5143
C -1.343 -5.290 0.290 -0.2184
C 1.581 3.007 -0.607 -0.5654
C 2.402 5.121 2.337 0.2326
H -0.675 -0.882 -1.496 0.1970
```

Values from the calculation:
HOMO energy (hartree): -0.003
Multiplicity: 1
Kohn-Sham gap (eV): 4.71
ΔE to the lowest compared entry with this formula, charge and spin (kJ/mol): 0.0
Net charge: -2


no.,DFT total energy (hartree)
1,-3137.51398
2,-998.74896
3,-4618.56562
4,-1685.41295
5,-1281.66014
6,-1904.83990